*one*
This record from the OMol25 dataset describes C4H5ClFNS in the gas phase. The level of theory is ωB97M-V/def2-TZVPD.

Each line ends with the Löwdin charge.
Positions of all 13 atoms, in Å:
C: 1.397 -0.789 0.487  -0.0455
N: 0.349 -0.114 -0.282  -0.2172
C: 0.287 1.272 -0.288  -0.4225
S: -1.517 1.892 -0.125  0.8543
C: -1.996 0.153 -0.204  -0.9879
Cl: -3.638 -0.262 -0.194  0.6615
C: -0.955 -0.682 -0.228  -0.3986
F: -1.001 -2.030 -0.310  0.0875
H: 1.450 -0.699 1.531  0.0653
H: 1.581 -1.809 0.189  0.0812
H: 2.307 -0.188 0.046  0.1264
H: 0.997 1.668 0.573  0.1267
H: 0.738 1.588 -1.197  0.0688

Calculated values
Spin multiplicity: 1
HOMO-LUMO gap (eV): 8.4
Structure (SMILES): CN1CSC(Cl)=C1F
LUMO (eV): 0.7



*two*
This record from the OMol25 dataset describes C4H5ClFNS in the gas phase. The level of theory is ωB97M-V/def2-TZVPD.

Each line ends with the Löwdin charge.
Positions of all 13 atoms, in Å:
F: -1.276 -0.880 1.707  -0.0950
C: -0.295 -0.069 1.160  -0.7210
Cl: -1.132 1.504 1.000  0.6539
C: 0.244 -0.565 -0.152  -0.9002
S: -0.640 -1.583 -1.115  0.7303
N: 1.453 -0.079 -0.290  -0.1412
C: 1.613 1.387 -0.876  -0.0524
C: 2.151 0.025 -1.598  -0.1013
H: 0.571 -0.070 1.895  0.1414
H: 2.345 2.144 -0.197  0.1543
H: 0.706 1.918 -1.357  0.1058
H: 3.285 -0.200 -1.484  0.1298
H: 1.618 -0.227 -2.554  0.0956

Calculated values
Spin multiplicity: 1
HOMO-LUMO gap (eV): 8.5
Structure (SMILES): F[C@H](Cl)C(=S)N1CC1
LUMO (eV): -0.5



Which structure wins on stability? *one* wins.



*one*
This record from the OMol25 dataset describes a gas-phase ion, C3H6N2O2 (charge -1). The level of theory is ωB97M-V/def2-TZVPD.

Each line ends with the Löwdin spin population.
Positions of all 13 atoms, in Å:
O: 2.417 -1.705 -1.040  0.3404
C: 1.832 -1.217 0.015  0.4445
C: 1.074 0.074 -0.185  0.0974
N: -0.060 0.345 0.663  0.0162
C: -1.383 0.603 0.368  0.0102
N: -1.620 0.993 -0.933  0.0021
O: -2.220 0.726 1.246  0.0011
H: 1.990 -1.761 0.956  0.0452
H: 1.826 0.882 -0.106  0.0321
H: 0.781 0.242 -1.244  0.0093
H: 0.166 0.415 1.642  0.0000
H: -2.532 1.334 -1.116  0.0002
H: -0.887 0.769 -1.566  0.0014

Calculated values
Spin multiplicity: 2
HOMO-LUMO gap (spin up / spin down) (eV): 3.8 / 7.0
LUMO (spin up / spin down) (eV): 3.9 / 3.8
Net charge: -1
Expectation value of S²: 0.75



*two*
This record from the OMol25 dataset describes a gas-phase ion, C3H6N2O2 (charge -1). The level of theory is ωB97M-V/def2-TZVPD.

Each line ends with the Löwdin spin population.
Positions of all 13 atoms, in Å:
O: 1.508 0.853 0.829  0.2309
C: 0.660 0.101 0.339  0.2997
N: 0.875 -1.150 -0.227  0.0104
C: 0.174 -1.818 -1.211  0.1545
O: 0.440 -2.904 -1.707  0.1469
C: -0.751 0.547 0.616  0.0755
N: -0.825 2.091 0.506  0.0204
H: 1.827 -1.397 -0.232  0.0033
H: -0.808 -1.353 -1.553  0.0057
H: -1.706 0.127 0.100  0.0027
H: -0.996 0.329 1.714  0.0364
H: -0.262 2.252 -0.393  0.0071
H: -0.136 2.322 1.218  0.0065

Calculated values
Spin multiplicity: 2
HOMO-LUMO gap (spin up / spin down) (eV): 4.2 / 9.1
LUMO (spin up / spin down) (eV): 4.3 / 4.2
Net charge: -1
Expectation value of S²: 0.76



Which structure wins on stability? *one* wins.



*one*
This record from the OMol25 dataset describes C5H5Cl in the gas phase. The level of theory is ωB97M-V/def2-TZVPD.

Each line ends with the Löwdin charge.
Positions of all 11 atoms, in Å:
C: 2.950 -0.766 -0.019  0.1322
C: 1.819 -0.404 0.100  -0.1803
C: 0.615 0.242 -0.033  -0.1928
C: -0.632 -0.232 0.041  -0.7346
C: -1.867 0.565 0.003  -0.1359
Cl: -0.917 -1.937 -0.001  0.6828
H: 3.988 -1.055 -0.050  0.0391
H: 0.613 1.338 -0.097  0.1249
H: -1.606 1.590 -0.320  0.0878
H: -2.614 0.091 -0.650  0.0723
H: -2.351 0.569 1.025  0.1045

Calculated values
Spin multiplicity: 1
HOMO-LUMO gap (eV): 9.7
Structure (SMILES): C#C/C=C(/C)Cl
LUMO (eV): 0.8



*two*
This record from the OMol25 dataset describes a molecular structure, C5H5Cl. The level of theory is ωB97M-V/def2-TZVPD.

Each line ends with the Löwdin charge.
Positions of all 11 atoms, in Å:
C: -0.813 -0.971 0.427  -0.0295
C: -0.662 1.114 -0.099  0.0053
C: 0.245 0.137 0.074  -0.3067
C: -1.739 -0.085 0.161  -0.7047
C: 1.666 -0.063 -0.212  -0.0541
Cl: -3.403 0.066 -0.096  0.6818
H: -0.651 -1.889 0.840  0.0674
H: -0.614 2.007 -0.598  0.0558
H: 1.797 -1.088 -0.487  0.0695
H: 2.153 -0.068 0.806  0.1009
H: 2.020 0.841 -0.816  0.1144

Calculated values
Spin multiplicity: 1
HOMO-LUMO gap (eV): 8.5
LUMO (eV): 0.7



Which structure wins on stability? *one* wins.